26
Properties=species:S:1:pos:R:3:mulliken_charge:R:1 method="wB97M-V/def2-TZVPD" homo_ev=-13.0 orbital_gap_ev=8.891 mol_weight_da=155.221 smiles="O=N[C@]12CCC[C@H](CCC1)[NH2+]2" total_energy_ev=-13556.8456 max_force_ev_per_a=5.5 de_lowest_kcal_mol=102.50 charge=+1
O 3.3207 0.4196 -0.7073 -0.23
N 2.9333 0.0266 0.3086 -0.03
C 1.1594 -0.0408 0.3100 0.65
C 0.8077 -1.3199 0.8879 -0.64
C -0.7617 -1.5457 0.9233 -0.91
C -1.3578 -1.1791 -0.4862 -0.81
C -0.8389 0.0303 -1.2735 0.12
C -1.1445 1.4336 -0.8045 -0.80
C -0.7106 1.6383 0.6596 -0.26
C 0.7681 1.2967 0.8444 -1.25
N 0.7365 -0.1573 -1.1723 -0.27
H 1.0558 -1.3646 2.1201 0.27
H 1.2971 -2.1661 0.3533 0.32
H -1.2684 -1.0029 1.7467 0.38
H -0.9376 -2.5924 1.1349 0.49
H -1.2568 -2.0314 -1.1313 0.48
H -2.4642 -1.2361 -0.2145 0.24
H -1.1580 -0.0954 -2.3188 0.31
H -2.2268 1.5132 -0.8273 0.39
H -0.7154 2.1822 -1.5749 0.34
H -0.8054 2.6279 1.0287 0.45
H -1.1543 0.7253 1.2243 0.04
H 1.3698 2.0216 0.3932 0.48
H 1.1116 1.3017 1.8664 0.35
H 0.9127 -1.1013 -1.4994 0.41
H 1.3277 0.6158 -1.7916 0.49

***

16
Properties=species:S:1:pos:R:3:mulliken_charge:R:1 method="wB97M-V/def2-TZVPD" homo_ev=-10.2 orbital_gap_ev=11.020 mol_weight_da=90.122 smiles=OCCCCO total_energy_ev=-8404.1207 max_force_ev_per_a=2.4 de_lowest_kcal_mol=32.89 charge=0
O -1.7617 -1.5721 -0.7246 -0.48
C -1.6452 -0.2321 -0.3340 -0.35
C -0.7342 0.0313 0.8511 -0.91
C 0.7862 -0.2607 0.5538 -0.27
C 1.4183 0.9803 -0.1027 -0.38
O 1.9311 0.7612 -1.3974 -0.53
H -0.9810 -2.0876 -0.5972 0.32
H -1.4313 0.4933 -1.1399 0.23
H -2.6882 0.0584 -0.1226 0.31
H -0.8456 1.0803 1.1179 0.37
H -1.0555 -0.6324 1.6542 0.36
H 0.7789 -1.1450 -0.0849 0.20
H 1.1473 -0.4964 1.5517 0.30
H 2.1678 1.3946 0.5820 0.27
H 0.6701 1.7566 -0.2691 0.26
H 2.2431 -0.1296 -1.5383 0.31

***

163
Properties=species:S:1:pos:R:3:mulliken_charge:R:1 method="wB97M-V/def2-TZVPD" homo_ev=-4.5 orbital_gap_ev=5.634 mol_weight_da=1028.373 total_energy_ev=-122122.6141 max_force_ev_per_a=2.8 charge=-1
C 2.3940 2.1706 3.7631 -1.93
C 1.1897 1.2622 3.5679 1.47
C 0.1438 1.4113 4.4616 -0.63
C -0.9560 0.5828 4.3295 -1.29
C -0.9806 -0.3597 3.3289 -0.81
C 0.0600 -0.5247 2.4272 -0.13
C -0.0637 -1.6187 1.3942 0.91
C 0.3474 -1.2377 -0.0539 -0.65
O 0.9571 0.0157 -0.2532 -0.45
B 1.3195 -0.0823 -1.6862 1.26
C 1.7136 1.2888 -2.4712 -1.04
C 3.1740 1.6899 -2.2615 0.09
C 3.3674 2.0381 -0.7624 0.45
C 4.3407 3.2119 -0.6060 -1.06
S 3.6289 4.7568 -1.2221 0.98
O 2.2177 4.6374 -1.3588 -0.48
O 3.9853 5.7997 -0.2969 -0.53
Cl 4.4213 5.1368 -3.0755 -0.38
O 0.2787 -0.9509 -2.3033 -0.81
C -0.6701 -1.2729 -1.2225 2.00
C -1.1921 -2.6364 -1.6971 -1.32
C -1.9917 -3.4224 -0.6393 -0.12
C -3.1846 -2.6636 -0.0548 0.95
C -3.9938 -3.4469 1.0236 -1.01
N -3.3073 -4.6475 1.5265 -0.43
C -1.7090 -0.1184 -1.3225 -1.55
C -1.9780 0.6508 -0.0046 -0.37
C -1.2022 1.9909 0.1546 2.48
C -2.1379 3.2124 0.1682 -1.64
C -2.6114 3.5374 1.5836 0.27
N -3.7485 2.6975 2.0349 -0.73
C 1.1537 0.3123 2.5697 -0.23
H 2.4432 2.4054 4.8328 0.49
H 2.2774 3.1240 3.2517 0.17
H 3.3215 1.6508 3.5199 0.47
H 0.1763 2.1345 5.2696 0.85
H -1.7959 0.6274 5.0097 0.61
H -1.8426 -1.0168 3.2598 0.49
H -1.0908 -1.9750 1.4352 -1.01
H 0.5731 -2.4539 1.6781 0.12
H 1.1053 -1.9912 -0.3358 0.61
H 2.3671 -0.7813 -1.7806 -0.84
H 1.6093 1.0580 -3.5419 0.15
H 1.0565 2.1522 -2.2929 0.20
H 3.3796 2.5554 -2.9087 -0.29
H 3.8482 0.9030 -2.6034 0.42
H 3.7994 1.1589 -0.2853 0.63
H 2.3816 2.2778 -0.3715 -0.56
H 5.2679 2.9777 -1.1296 0.53
H 4.5117 3.3750 0.4589 0.42
H -0.3172 -3.2417 -1.9426 0.13
H -1.8184 -2.5286 -2.5878 0.26
H -1.3220 -3.6929 0.1819 0.02
H -2.3696 -4.3703 -1.0309 0.65
H -3.8864 -2.3712 -0.8403 0.40
H -2.8805 -1.7407 0.4379 -1.09
H -4.9906 -3.6847 0.6685 0.44
H -4.1511 -2.7775 1.8863 0.24
H -2.4023 -4.3998 1.9035 0.11
H -3.8243 -4.9448 2.3438 0.31
H -2.6591 -0.5652 -1.6253 0.18
H -1.4572 0.5935 -2.1060 0.63
H -3.0350 0.9442 -0.0273 1.51
H -1.8667 0.0317 0.8807 -1.01
H -0.6788 1.9542 1.1152 -0.75
H -0.4843 2.0881 -0.6559 -1.37
H -3.0160 3.0733 -0.4681 0.44
H -1.6080 4.0969 -0.2038 0.39
H -1.7790 3.3761 2.2872 -0.34
H -2.8972 4.5879 1.6907 0.69
H -3.3453 1.7850 2.2291 0.18
H -4.0892 3.0740 2.9134 0.37
H 1.9972 0.2150 1.8996 0.15
O 3.3568 8.1918 1.3692 -0.65
H 4.2941 8.3889 1.2838 0.29
H 3.2894 7.2704 1.0909 0.40
O -3.9014 -1.8100 -3.5989 -0.49
H -4.3009 -1.2229 -4.2498 0.20
H -4.3938 -2.6371 -3.6812 0.30
O -2.3966 -4.3982 4.1268 -0.49
H -2.3228 -5.2874 4.4946 0.25
H -2.4868 -3.8344 4.9018 0.23
O 2.9688 -3.0876 -2.4532 -0.81
H 2.0312 -2.8481 -2.4144 0.40
H 3.3903 -2.4001 -1.9285 0.32
O 1.3724 -4.4414 2.3280 -0.50
H 1.9390 -4.8161 3.0055 0.20
H 1.6877 -4.8530 1.5113 0.22
O -6.2768 -3.5806 -3.5472 -0.60
H -6.7043 -2.9992 -4.1839 0.27
H -6.7648 -4.4102 -3.6132 0.30
O 4.1201 5.1232 -6.4657 -0.54
H 4.0780 6.0743 -6.6290 0.37
H 4.0315 5.0412 -5.5112 0.27
O -1.1341 -6.4795 6.1483 -0.60
H -0.2177 -6.2936 5.9175 0.32
H -1.0836 -6.8951 7.0141 0.29
O -5.2593 6.1190 1.4208 -0.66
H -5.1700 5.1937 1.6798 0.34
H -5.3278 6.5933 2.2584 0.33
O 3.7602 -5.7239 1.8209 -0.58
H 4.2892 -5.3463 1.1116 0.28
H 3.8712 -6.6767 1.7218 0.31
O -3.1950 4.6461 4.6785 -0.59
H -2.9782 4.8912 5.5826 0.30
H -2.4567 4.9913 4.1605 0.27
O -3.9743 8.4925 2.9069 -0.67
H -3.4745 8.0030 3.5686 0.32
H -3.6408 8.1584 2.0656 0.34
O -8.0894 -5.1993 -1.9959 -0.58
H -7.9527 -6.0882 -1.6613 0.29
H -8.1374 -4.6596 -1.2026 0.29
O 4.0687 -8.7041 0.8328 -0.65
H 4.6101 -8.3286 0.1305 0.30
H 4.1796 -9.6535 0.7337 0.28
O 3.6359 2.1659 -7.7762 -0.63
H 3.5573 1.5865 -7.0095 0.32
H 3.8123 3.0352 -7.3986 0.28
O 1.9149 -5.6671 -0.7014 -0.50
H 2.4166 -5.2893 -1.4364 0.30
H 2.0263 -6.6184 -0.7947 0.24
O 3.1823 8.4105 -3.0685 -0.65
H 3.2708 7.5081 -2.7459 0.34
H 3.0166 8.9265 -2.2727 0.31
O 5.7933 1.9293 -4.8227 -0.60
H 6.2745 1.7522 -4.0056 0.30
H 5.2311 2.6779 -4.6025 0.28
O 1.2373 4.6786 1.5468 -0.37
H 0.7976 4.3735 0.7432 0.15
H 2.0899 5.0006 1.2376 0.20
O -7.6034 -6.2623 0.5245 -0.53
H -7.4593 -7.1522 0.8628 0.27
H -7.6490 -5.7110 1.3129 0.26
O -3.8117 -7.4082 -0.5352 -0.68
H -4.7203 -7.1118 -0.6414 0.30
H -3.4308 -6.7604 0.0776 0.33
O -6.9280 -2.5614 1.2859 -0.59
H -6.9303 -1.6208 1.0793 0.28
H -6.9373 -2.5922 2.2478 0.30
O 4.8722 -0.0894 -9.2834 -0.66
H 5.3521 -0.2567 -8.4673 0.30
H 4.2781 0.6391 -9.0565 0.38
O -0.0002 5.0316 4.5682 -0.73
H 0.9271 5.2194 4.3941 0.30
H -0.0976 4.0985 4.3405 0.40
O -4.1453 -0.1349 5.4293 -0.63
H -4.1533 0.7998 5.1941 0.30
H -4.1218 -0.1368 6.3912 0.31
O 6.7435 -7.9264 0.9617 -0.56
H 6.8498 -7.8357 1.9138 0.31
H 7.6312 -8.1080 0.6367 0.28
O 2.6704 -0.3101 6.2950 -0.72
H 2.2698 0.2493 5.6177 0.38
H 2.1474 -1.1168 6.2628 0.31
O -3.3978 0.5882 -5.6187 -0.64
H -3.1805 0.8996 -4.7326 0.33
H -2.6653 0.8947 -6.1611 0.31
O 7.3272 0.8116 -2.0693 -0.58
H 8.2494 1.0394 -2.2258 0.28
H 7.3337 0.3613 -1.2189 0.29
O 5.4859 7.0635 -7.9928 -0.64
H 6.1480 7.4571 -8.5679 0.29
H 5.5999 6.1123 -8.1086 0.32

***

18
Properties=species:S:1:pos:R:3:mulliken_charge:R:1 method="wB97M-V/def2-TZVPD" homo_ev=-3.8 orbital_gap_ev=7.298 mol_weight_da=103.141 total_energy_ev=-9459.7579 max_force_ev_per_a=1.7 de_lowest_kcal_mol=6.26 charge=-1
C 0.8056 -1.6922 -0.8133 0.16
C 0.1799 -2.1833 -2.1535 -1.12
C 2.1516 -2.3750 -0.5769 -1.36
H 0.0941 -1.9606 -0.0433 0.16
H 0.9911 -0.6238 -0.9000 0.22
H -0.3895 -1.3741 -2.6167 0.32
H 0.9460 -2.5138 -2.8511 0.31
H 2.8523 -2.1722 -1.3923 0.34
H -0.5036 -3.0205 -1.9777 0.28
H 2.0695 -3.4573 -0.4571 0.33
H 2.6419 -2.0057 0.3231 0.36
C -1.5612 0.6510 1.4700 -0.66
C -0.7433 1.8377 0.9160 0.55
O -0.1349 2.5057 1.7872 -0.74
O -0.7767 2.0063 -0.3203 -0.72
H -1.4438 -0.2519 0.8686 0.08
H -2.6264 0.9280 1.4585 0.23
H -1.3302 0.4147 2.5044 0.26

***

14
Properties=species:S:1:pos:R:3:mulliken_charge:R:1 method="wB97M-V/def2-TZVPD" homo_ev=-8.3 orbital_gap_ev=8.385 mol_weight_da=104.178 total_energy_ev=-17051.0922 max_force_ev_per_a=7.0 de_lowest_kcal_mol=130.02 charge=0
C -0.6384 -1.4652 -1.8963 -0.86
C -0.3220 0.2270 0.1414 -0.50
C 0.9765 0.7741 0.8670 0.11
H 0.1224 -2.1584 -2.4958 0.26
H -0.9266 -0.7524 -2.4880 0.32
H -1.4746 -1.8490 -1.3707 0.31
H 0.8783 -1.4646 -0.4201 0.21
H -1.2057 0.0081 0.6960 0.36
H -0.4248 0.8175 -0.7635 0.30
H 1.9480 0.5490 0.2092 0.29
H 0.2235 2.1854 4.0269 0.15
N 0.1745 -0.7833 -0.7282 -0.38
N 1.0092 1.6287 1.8618 -0.38
S -0.3402 2.2831 2.3603 -0.18

***

8
Properties=species:S:1:pos:R:3:mulliken_charge:R:1 method="wB97M-V/def2-TZVPD" homo_ev=-10.6 orbital_gap_ev=10.009 mol_weight_da=82.125 total_energy_ev=-14414.0791 max_force_ev_per_a=4.7 de_lowest_kcal_mol=89.52 charge=0
C 1.0053 -0.1523 -0.3120 -1.05
F -1.9773 -1.4107 -0.2338 -0.67
F -1.1667 1.7845 -0.0796 -0.23
Si -0.5611 0.4226 0.5684 0.88
H 1.4980 -1.0061 0.0234 0.37
H 0.7600 -0.5157 -1.4009 0.28
H 1.7938 0.4611 -0.3555 0.44
H -1.3520 0.4166 1.7901 -0.02